12
Properties=species:S:1:pos:R:3:mulliken_charge:R:1 method="wB97M-V/def2-TZVPD" energy_ev=-16555.612 smiles="C=[S@H](=O)NC" orbital_gap_ev=9.30 e_lumo_ev=0.4
C 0.638 0.311 -1.876 -0.8859
S 1.047 -0.181 -0.302 0.5805
O 1.487 -1.529 -0.114 -0.5715
N 0.113 0.209 1.087 -0.3457
C -1.292 -0.111 0.841 -0.9689
H -0.291 0.122 -2.260 0.3801
H 0.673 1.428 -1.875 0.2855
H 2.217 0.636 0.165 0.1645
H 0.332 -0.370 1.872 0.2951
H -1.821 -0.006 1.905 0.2795
H -1.592 0.521 0.109 0.3899
H -1.512 -1.030 0.450 0.3971

=====

11
Properties=species:S:1:pos:R:3:mulliken_charge:R:1 method="wB97M-V/def2-TZVPD" energy_ev=-14509.573 orbital_gap_ev=7.88 e_lumo_ev=-1.4
C -0.984 -0.279 -0.860 -0.5983
C 0.544 -0.050 -0.848 -0.5294
S 1.150 -0.014 0.839 -0.2011
N -1.751 0.522 0.084 -0.5297
H -1.331 -0.141 -1.861 0.3607
H -1.205 -1.366 -0.597 0.2711
H 1.106 -0.889 -1.506 0.2683
H 0.705 0.950 -1.358 0.3401
H 0.254 -1.928 0.755 0.1164
H -1.760 1.493 -0.208 0.2358
H -1.280 0.433 1.016 0.2660

=====

11
Properties=species:S:1:pos:R:3:mulliken_charge:R:1 method="wB97M-V/def2-TZVPD" energy_ev=-14511.384 smiles="C=CN.S" orbital_gap_ev=9.47 e_lumo_ev=0.9
C 0.643 -1.297 1.290 -0.7905
C -0.158 -0.788 0.348 0.1339
N 0.257 -0.176 -0.839 -0.6117
H 0.207 -1.762 2.162 0.2461
H 1.717 -1.130 1.219 0.2187
H -1.238 -0.769 0.475 0.2988
H 1.251 -0.265 -0.991 0.2158
H -0.422 -0.138 -1.582 0.3674
S -0.679 2.541 -1.170 -0.4875
H -1.641 2.462 -0.251 0.1104
H 0.064 1.322 -0.661 0.2986

=====

Repeat the first record exactly.
12
Properties=species:S:1:pos:R:3:mulliken_charge:R:1 method="wB97M-V/def2-TZVPD" energy_ev=-16555.612 smiles="C=[S@H](=O)NC" orbital_gap_ev=9.30 e_lumo_ev=0.4
C 0.638 0.311 -1.876 -0.8859
S 1.047 -0.181 -0.302 0.5805
O 1.487 -1.529 -0.114 -0.5715
N 0.113 0.209 1.087 -0.3457
C -1.292 -0.111 0.841 -0.9689
H -0.291 0.122 -2.260 0.3801
H 0.673 1.428 -1.875 0.2855
H 2.217 0.636 0.165 0.1645
H 0.332 -0.370 1.872 0.2951
H -1.821 -0.006 1.905 0.2795
H -1.592 0.521 0.109 0.3899
H -1.512 -1.030 0.450 0.3971

=====

What did the third record say?
11
Properties=species:S:1:pos:R:3:mulliken_charge:R:1 method="wB97M-V/def2-TZVPD" energy_ev=-14511.384 smiles="C=CN.S" orbital_gap_ev=9.47 e_lumo_ev=0.9
C 0.643 -1.297 1.290 -0.7905
C -0.158 -0.788 0.348 0.1339
N 0.257 -0.176 -0.839 -0.6117
H 0.207 -1.762 2.162 0.2461
H 1.717 -1.130 1.219 0.2187
H -1.238 -0.769 0.475 0.2988
H 1.251 -0.265 -0.991 0.2158
H -0.422 -0.138 -1.582 0.3674
S -0.679 2.541 -1.170 -0.4875
H -1.641 2.462 -0.251 0.1104
H 0.064 1.322 -0.661 0.2986